## 1
C19H25BrClNO2SbV as an isolated structure, computed with ωB97M-V/def2-TZVPD.

Structure (ORCA input):
```
! RIJCOSX wB97M-V def2-TZVPD def2/J DEFGRID3
* xyz 1 2
V -0.306 0.056 0.104
Cl -5.679 -3.693 -2.770
C -4.539 -2.788 -1.822
C -4.690 -2.763 -0.434
C -3.780 -2.049 0.326
C -2.739 -1.391 -0.290
O -1.833 -0.693 0.505
C -2.570 -1.387 -1.686
C -1.531 -0.703 -2.360
O -0.538 -0.070 -1.726
C -3.520 -2.117 -2.444
H -5.508 -3.293 0.032
H -3.877 -2.001 1.403
H -1.508 -0.678 -3.440
H -3.432 -2.145 -3.523
C 0.779 1.014 5.502
C 1.181 1.140 4.058
C 2.365 1.747 3.657
C 2.697 1.863 2.315
C 1.804 1.344 1.409
Br 2.045 1.435 -0.463
N 0.674 0.739 1.758
C 0.361 0.645 3.058
H 1.515 1.480 6.154
H 0.686 -0.033 5.793
H -0.183 1.494 5.681
H 3.041 2.144 4.405
H 3.608 2.342 1.986
H -0.573 0.145 3.280
C 2.978 -4.788 1.178
C 3.072 -3.318 0.774
Sb 1.211 -2.487 0.205
C 0.856 -3.251 -1.749
C 1.396 -4.641 -2.077
C -0.194 -3.614 1.368
C -0.772 -4.868 0.715
H 3.965 -5.162 1.459
H 2.609 -5.416 0.369
H 2.323 -4.933 2.038
H 3.739 -3.163 -0.076
H 3.455 -2.707 1.593
H 1.290 -2.503 -2.416
H -0.225 -3.191 -1.887
H 2.478 -4.701 -1.940
H 1.193 -4.890 -3.120
H 0.939 -5.416 -1.467
H -0.993 -2.911 1.603
H 0.306 -3.853 2.309
H -1.239 -4.647 -0.246
H -1.541 -5.309 1.351
H -0.010 -5.630 0.551
*
```

Calculated values
**<S²>**: 0.813
**E_HOMO (alpha / beta)**: -9.642 / -9.999 eV
**Orbital gap (alpha / beta)**: 6.24 / 6.55 eV

Formally, the Löwdin partial charges of the atoms, in units of the elementary charge, are as follows: atom 1 (V): 0.6272, atom 2 (Cl): 0.6926, atom 3 (C): -0.6570, atom 4 (C): -0.0664, atom 5 (C): -0.0018, atom 6 (C): -0.2570, atom 7 (O): -0.2403, atom 8 (C): -0.1571, atom 9 (C): -0.0970, atom 10 (O): -0.2504, atom 11 (C): -0.0422, atom 12 (H): 0.1150, atom 13 (H): 0.1296, atom 14 (H): 0.1360, atom 15 (H): 0.1222, atom 16 (C): -0.0253, atom 17 (C): -0.2252, atom 18 (C): 0.0118, atom 19 (C): -0.0542, atom 20 (C): -0.7083, atom 21 (Br): 0.9142, atom 22 (N): -0.1239, atom 23 (C): -0.0435, atom 24 (H): 0.0850, atom 25 (H): 0.0928, atom 26 (H): 0.0937, atom 27 (H): 0.1308, atom 28 (H): 0.1212, atom 29 (H): 0.1420, atom 30 (C): -0.1747, atom 31 (C): -0.4271, atom 32 (Sb): 1.4793, atom 33 (C): -0.4230, atom 34 (C): -0.1679, atom 35 (C): -0.4131, atom 36 (C): -0.1678, atom 37 (H): 0.0773, atom 38 (H): 0.0537, atom 39 (H): 0.0610, atom 40 (H): 0.0531, atom 41 (H): 0.0432, atom 42 (H): 0.0498, atom 43 (H): 0.0371, atom 44 (H): 0.0654, atom 45 (H): 0.0762, atom 46 (H): 0.0505, atom 47 (H): 0.0212, atom 48 (H): 0.0467, atom 49 (H): 0.0618, atom 50 (H): 0.0761, atom 51 (H): 0.0568

---

## 2
C19H25BrClNO2SbV as an isolated structure, computed with ωB97M-V/def2-TZVPD.

Structure (ORCA input):
```
! RIJCOSX wB97M-V def2-TZVPD def2/J DEFGRID3
* xyz 1 2
V 0.546 -0.452 0.923
Cl 0.043 -7.416 2.755
C 0.407 -5.744 2.460
C 1.702 -5.264 2.757
C 2.026 -3.954 2.549
C 1.072 -3.063 2.025
O 1.383 -1.788 1.851
C -0.213 -3.547 1.701
C -1.198 -2.724 1.115
O -1.020 -1.505 0.756
C -0.531 -4.911 1.949
H 2.437 -5.950 3.156
H 3.011 -3.578 2.789
H -2.183 -3.141 0.927
H -1.522 -5.282 1.714
C 4.156 0.470 -3.173
C 3.668 0.761 -1.779
C 4.376 1.567 -0.897
C 3.906 1.800 0.382
C 2.718 1.206 0.739
Br 1.936 1.462 2.459
N 2.002 0.439 -0.082
C 2.479 0.223 -1.323
H 5.030 1.073 -3.414
H 3.382 0.684 -3.911
H 4.433 -0.580 -3.278
H 5.307 2.025 -1.213
H 4.440 2.426 1.083
H 1.863 -0.395 -1.961
C -0.682 3.686 -1.899
C -1.473 3.376 -0.625
Sb -1.322 1.340 -0.039
C -2.353 0.432 -1.669
C -3.636 1.121 -2.134
C -2.752 1.340 1.562
C -4.025 2.170 1.384
H -0.872 4.704 -2.245
H -0.948 3.016 -2.720
H 0.394 3.595 -1.737
H -2.537 3.569 -0.757
H -1.133 3.977 0.219
H -2.529 -0.595 -1.348
H -1.620 0.390 -2.476
H -4.419 1.073 -1.379
H -4.025 0.642 -3.035
H -3.477 2.174 -2.376
H -2.184 1.697 2.423
H -2.979 0.290 1.750
H -3.806 3.218 1.177
H -4.630 2.144 2.292
H -4.646 1.796 0.572
*
```

Calculated values
**<S²>**: 0.964
**E_HOMO (alpha / beta)**: -10.492 / -9.601 eV
**Orbital gap (alpha / beta)**: 7.26 / 6.25 eV

Formally, the Löwdin partial charges of the atoms, in units of the elementary charge, are as follows: atom 1 (V): 0.6141, atom 2 (Cl): 0.6889, atom 3 (C): -0.6583, atom 4 (C): -0.0655, atom 5 (C): 0.0089, atom 6 (C): -0.2898, atom 7 (O): -0.1923, atom 8 (C): -0.1317, atom 9 (C): -0.1116, atom 10 (O): -0.2504, atom 11 (C): -0.0513, atom 12 (H): 0.1156, atom 13 (H): 0.1268, atom 14 (H): 0.1416, atom 15 (H): 0.1229, atom 16 (C): -0.0241, atom 17 (C): -0.2256, atom 18 (C): 0.0121, atom 19 (C): -0.0577, atom 20 (C): -0.6794, atom 21 (Br): 0.8991, atom 22 (N): -0.1391, atom 23 (C): -0.0432, atom 24 (H): 0.0853, atom 25 (H): 0.0916, atom 26 (H): 0.0951, atom 27 (H): 0.1326, atom 28 (H): 0.1208, atom 29 (H): 0.1379, atom 30 (C): -0.1841, atom 31 (C): -0.4294, atom 32 (Sb): 1.4536, atom 33 (C): -0.4118, atom 34 (C): -0.1634, atom 35 (C): -0.4101, atom 36 (C): -0.1680, atom 37 (H): 0.0744, atom 38 (H): 0.0591, atom 39 (H): 0.0594, atom 40 (H): 0.0419, atom 41 (H): 0.0558, atom 42 (H): 0.0411, atom 43 (H): 0.0444, atom 44 (H): 0.0525, atom 45 (H): 0.0754, atom 46 (H): 0.0611, atom 47 (H): 0.0441, atom 48 (H): 0.0442, atom 49 (H): 0.0618, atom 50 (H): 0.0746, atom 51 (H): 0.0502

---

Least stable = 1